(1)
{"formula": "C4H6N2", "method": "ωB97M-V/def2-TZVPD", "species": ["C", "C", "C", "N", "N", "C", "H", "H", "H", "H", "H", "H"], "positions_angstrom": [[-0.046231, 0.423213, -2.416689], [-0.239276, 0.741471, -1.004207], [-0.456408, 1.175216, 0.097831], [0.053250, 0.152267, 2.832335], [0.351023, -0.863391, 2.158382], [0.788258, -1.762748, 1.555224], [-0.270969, -0.619197, -2.664002], [-0.716244, 1.064937, -2.995773], [0.981710, 0.637174, -2.725750], [-0.589247, 1.506488, 1.105333], [-0.828091, -0.026075, 3.312450], [0.972227, -2.429354, 0.744867]], "atomic_forces_ev_per_a": [[0.0036, 0.0185, -0.1323], [-0.1890, 0.3772, 0.3687], [0.1187, -0.1410, -0.4737], [-0.0019, -0.1571, 0.0963], [0.3490, -0.7332, -0.3309], [-0.2610, 0.6733, 0.6039], [0.0223, 0.1519, 0.1417], [0.1114, -0.1368, -0.0875], [-0.1406, -0.0512, 0.0434], [0.0445, -0.0809, -0.1993], [0.0383, -0.0571, 0.0136], [-0.0954, 0.1364, -0.0440]], "mulliken_charge": [-1.153, -0.143, -0.035, -0.961, 0.524, -0.196, 0.286, 0.265, 0.279, 0.499, 0.237, 0.398], "e_tot_ev": -7220.2880, "e_above_lowest_kcal_mol": 122.29, "homo_ev": -8.680, "lumo_energy_ev": 0.88}

***

(2)
{"formula": "C21H56FO7Zn", "method": "ωB97M-V/def2-TZVPD", "species": ["Zn", "F", "C", "C", "C", "O", "H", "H", "H", "H", "H", "H", "H", "H", "C", "C", "C", "O", "H", "H", "H", "H", "H", "H", "H", "H", "C", "C", "C", "O", "H", "H", "H", "H", "H", "H", "H", "H", "C", "C", "C", "O", "H", "H", "H", "H", "H", "H", "H", "H", "C", "C", "C", "O", "H", "H", "H", "H", "H", "H", "H", "H", "C", "C", "C", "O", "H", "H", "H", "H", "H", "H", "H", "H", "C", "C", "C", "O", "H", "H", "H", "H", "H", "H", "H", "H"], "positions_angstrom": [[10.261130, -5.071480, 20.381940], [11.622960, -4.578850, 18.954550], [14.154020, -7.488880, 18.695890], [13.585070, -7.204520, 17.351780], [13.654870, -8.432240, 16.495920], [12.226490, -7.090410, 17.660810], [14.163980, -6.495600, 19.144660], [15.158560, -7.897330, 18.585580], [13.482680, -8.132950, 19.263850], [14.125340, -6.371800, 16.901440], [13.131170, -8.148940, 15.582910], [13.297040, -9.278670, 17.082110], [14.683010, -8.427220, 16.133980], [12.082700, -6.195590, 17.977400], [7.069350, -4.195430, 17.557040], [8.486740, -4.032780, 17.857150], [8.920010, -2.725460, 17.346680], [8.787320, -4.119110, 19.266510], [6.890260, -4.084540, 16.487580], [6.466070, -3.374710, 17.945090], [6.727610, -5.034310, 18.163330], [8.925380, -4.889060, 17.344830], [8.903580, -2.778340, 16.258090], [9.972410, -2.492290, 17.508520], [8.370510, -1.880960, 17.762570], [8.121350, -3.695580, 19.813050], [12.549930, -8.059710, 22.172230], [11.929650, -6.816670, 22.571770], [12.818620, -6.038370, 23.486860], [11.849330, -5.911080, 21.467970], [13.322190, -7.974610, 21.407720], [11.756330, -8.624690, 21.683260], [12.915530, -8.599950, 23.045490], [10.922940, -6.940190, 22.970990], [13.843280, -5.922770, 23.133580], [12.737550, -6.775360, 24.285840], [12.436690, -5.052860, 23.753310], [12.748830, -5.588750, 21.375170], [12.665600, -1.688280, 21.745210], [11.151410, -1.894220, 21.460230], [10.770050, -1.418600, 20.081110], [10.870070, -3.222030, 21.421500], [13.092990, -2.493840, 22.342290], [12.817440, -0.754730, 22.287000], [13.289000, -1.612230, 20.854320], [10.543190, -1.587580, 22.311200], [11.285630, -1.932270, 19.269670], [11.099360, -0.380850, 20.028790], [9.699640, -1.293340, 19.917970], [11.004540, -3.650500, 22.269990], [15.911230, -3.842190, 22.119540], [15.404610, -3.936050, 20.732540], [16.203050, -4.785040, 19.828760], [14.101830, -4.480670, 20.733310], [15.331000, -3.078500, 22.637440], [16.985350, -3.682720, 22.024960], [15.720280, -4.818990, 22.563930], [15.312500, -3.037010, 20.123150], [17.179870, -4.423890, 19.507060], [15.676070, -4.855920, 18.877250], [16.153450, -5.746300, 20.340250], [13.794150, -4.375850, 19.830020], [8.112320, -7.925120, 18.095450], [9.047320, -8.045010, 19.291700], [9.924660, -9.257800, 19.304340], [9.963450, -6.912910, 19.322760], [7.306420, -8.621340, 18.327600], [8.529860, -8.181550, 17.121790], [7.805130, -6.886680, 17.971520], [8.468940, -8.095890, 20.214190], [10.582070, -9.359280, 18.440840], [9.384480, -10.203530, 19.260740], [10.390870, -9.289370, 20.289100], [10.403610, -6.977220, 18.472040], [13.464530, -2.159530, 14.840150], [12.282840, -2.908590, 15.567800], [11.935220, -4.354420, 15.001130], [12.671830, -2.922790, 16.943090], [13.086630, -1.503300, 14.056160], [14.066890, -2.906230, 14.322750], [14.043710, -1.622600, 15.591390], [11.410830, -2.322320, 15.278030], [10.890580, -4.608400, 15.180890], [12.578050, -5.116730, 15.441300], [11.943210, -4.516870, 13.923330], [12.200100, -3.570370, 17.471960]], "atomic_forces_ev_per_a": [[2.1518, 0.3862, -2.2136], [-0.4360, -0.4780, 0.2767], [1.2257, 0.7718, 0.3782], [0.0151, -2.3747, 0.7878], [0.8933, 1.5899, -1.1168], [-1.9532, 1.5107, -1.0347], [0.3727, -0.3304, 0.7777], [0.1582, 0.0527, 0.5133], [0.2326, -0.1682, -0.2042], [-0.6443, 0.4549, -0.2570], [-0.6795, -0.8148, 0.0103], [0.1479, -0.1884, -0.6271], [0.2654, -1.0867, 0.3047], [-0.1742, 0.7727, 0.4517], [-2.0553, 0.5343, 1.3171], [0.6090, 0.0602, -0.4182], [2.0130, 0.9745, -0.9663], [0.0521, -0.7828, 1.1981], [-0.0751, -1.0757, 0.0345], [0.1033, 0.4482, 0.2985], [-0.5595, -0.6327, -1.0615], [0.9817, 0.1545, 0.4411], [-0.6089, 0.3955, -0.1251], [0.1254, -0.2902, 0.3983], [-0.3727, -0.1443, -0.2522], [-0.3610, 0.3335, -0.2700], [-0.3182, -2.3053, -0.8852], [0.5253, 2.9887, -0.1886], [-0.4687, -1.1526, 1.7826], [-2.3611, -0.1537, -1.3359], [0.2235, 0.3903, 0.3622], [0.2354, -0.5806, 0.0628], [0.0132, -0.1893, -0.1778], [0.0224, -0.0301, 0.1163], [-0.1010, -0.3229, -0.1060], [0.9963, 0.8684, 1.2441], [-0.1476, -0.1718, 0.2161], [0.6563, 0.9356, -0.8888], [-0.2946, 0.5353, 0.1505], [1.3752, 1.4661, -0.2571], [-0.0424, 2.2937, 0.3164], [-1.2090, -5.3156, 0.0357], [-0.2494, -0.0690, 0.1148], [-0.0683, 0.0441, 0.0826], [-0.3127, -0.1720, -0.2460], [0.0424, 1.3879, -0.2684], [-0.1322, -0.3687, 0.3016], [0.2372, 0.1961, -0.1834], [-0.0976, -0.6692, 0.0080], [0.4413, 0.2289, 0.3486], [-0.2004, 0.0606, -0.3520], [-0.1949, 1.0417, -1.8200], [0.3440, -1.1960, -0.6241], [-1.0802, -0.4158, 0.5887], [0.5491, 0.0471, 0.3707], [-0.0856, 0.3408, 0.6839], [0.2133, 0.0004, 0.2739], [0.1358, 1.1229, 0.9631], [0.2457, -0.1048, 0.7669], [-0.2059, -0.2488, -0.0542], [0.8595, -0.5134, -0.5767], [-0.7369, -0.0854, -0.2132], [0.1291, -0.0370, 0.3718], [0.2629, -0.2048, -0.7205], [-0.2836, -1.3613, 0.1789], [-1.0551, 0.2840, 0.8835], [-0.4007, 0.3338, -0.4503], [0.4309, -0.3577, 0.1869], [-0.5436, -0.1706, 0.3339], [-0.0338, 0.6914, 0.0481], [0.4474, 0.5830, 0.2697], [-0.6208, 0.1044, 0.0555], [0.6702, -0.0115, -0.3975], [0.8358, 0.2559, -0.2621], [-0.8344, -1.3145, 0.0270], [1.0092, -0.5890, -1.6315], [0.1383, 0.6067, 0.4789], [-0.3486, 0.3346, -0.6659], [-0.0050, 0.1787, 0.1954], [0.4000, 0.0864, 0.1923], [-0.0297, 0.0308, -0.2455], [-0.4543, 0.3280, 1.0473], [-0.1052, -0.0045, 0.7499], [0.0039, -0.0005, 0.0961], [0.6532, 0.6937, -0.2150], [-0.5031, -0.4162, 0.2196]], "mulliken_charge": [0.121, 0.168, -0.249, 0.351, -1.790, -0.430, -0.553, 0.619, 0.148, 0.454, 0.372, 0.350, 0.455, -0.087, -1.810, 1.219, -1.379, 0.115, 0.364, 0.492, 0.426, -0.029, 0.474, 0.027, 0.372, 0.228, -0.829, 0.556, -1.597, 0.886, 0.061, -0.113, 0.450, 0.539, 0.269, 0.526, 0.295, -0.246, -1.195, 0.441, -1.214, -0.387, 0.120, 0.485, 0.246, 0.469, 0.023, 0.557, 0.263, 0.116, -1.321, 0.736, -1.453, -0.255, 0.281, 0.442, 0.264, 0.307, 0.456, 0.252, 0.306, -0.525, -1.394, 0.406, -1.068, 0.505, 0.516, 0.326, 0.115, 0.537, 0.217, 0.455, 0.141, -0.154, -1.350, 1.043, -1.112, -0.516, 0.361, 0.325, 0.309, 0.016, 0.180, 0.166, 0.497, -0.158], "e_tot_ev": -88146.4952, "e_above_lowest_kcal_mol": 88.79, "charge": 1, "homo_ev": -11.891, "lumo_energy_ev": -3.59}

***

no.,frontier orbital gap (eV)
1,9.57
2,8.30